{"formula": "C16H27N3O2S2", "method": "ωB97M-V/def2-TZVPD", "elements": ["C", "S", "O", "C", "H", "H", "H", "H", "H", "H", "C", "S", "O", "C", "H", "H", "H", "H", "H", "H", "N", "C", "C", "C", "C", "H", "H", "H", "H", "H", "N", "C", "C", "C", "C", "H", "H", "H", "H", "H", "N", "C", "C", "C", "C", "H", "H", "H", "H", "H"], "coordinates": [[2.6218, -18.4104, -2.1205], [2.3937, -17.5154, -3.7400], [1.3977, -16.3738, -3.5733], [4.1665, -16.8904, -3.7553], [1.7440, -19.0494, -2.0248], [2.5207, -17.6005, -1.3979], [3.4956, -19.0401, -1.9534], [4.4377, -16.4113, -2.8145], [4.1665, -16.2147, -4.6105], [4.9334, -17.6575, -3.8629], [6.5808, -22.3565, -3.8179], [6.1650, -20.6870, -3.1062], [6.8680, -19.7523, -4.0874], [7.3514, -20.6548, -1.6767], [6.1509, -23.2092, -3.2923], [7.6417, -22.5983, -3.8822], [6.1058, -22.3238, -4.7984], [8.3851, -20.6311, -2.0215], [7.3864, -21.6112, -1.1551], [7.0101, -19.8407, -1.0373], [-0.0344, -18.8075, -6.5500], [0.6826, -17.6487, -6.3709], [1.9094, -17.7967, -7.1006], [1.7893, -19.0754, -7.7088], [0.5756, -19.6177, -7.4861], [-0.9223, -19.0324, -6.1245], [0.2123, -16.9149, -5.7331], [2.7516, -17.1639, -7.3386], [2.5123, -19.5824, -8.3306], [0.2140, -20.6208, -7.6581], [2.2641, -14.1864, -2.3255], [2.1075, -13.9264, -0.9605], [2.7124, -12.7068, -0.6764], [3.3287, -12.1946, -1.8390], [3.1557, -13.2389, -2.7982], [1.7494, -14.9187, -2.7935], [1.4940, -14.5181, -0.2972], [2.6625, -12.2143, 0.2834], [3.9428, -11.3208, -1.9996], [3.4522, -13.3429, -3.8315], [5.9894, -14.3412, 0.4568], [6.5224, -14.1541, 1.6456], [7.7188, -14.7598, 1.8799], [7.8123, -15.5512, 0.7352], [6.7471, -15.2647, -0.1325], [5.2411, -13.8167, 0.0267], [5.9703, -13.5852, 2.3790], [8.4491, -14.7914, 2.6750], [8.6091, -16.2593, 0.5616], [6.6546, -15.6012, -1.1545]], "total_energy_ev": -47260.7392, "total_charge": -1, "e_homo_ev": [0.674, -5.948], "e_lumo_ev": [2.689, 2.742], "multiplicity": 2, "homo_lumo_gap_ev": [2.0, 8.7]}

{"formula": "C16H27N3O4", "method": "ωB97M-V/def2-TZVPD", "elements": ["C", "C", "O", "C", "N", "N", "C", "O", "O", "C", "C", "O", "H", "H", "H", "H", "H", "H", "H", "H", "H", "H", "C", "C", "C", "C", "N", "C", "C", "C", "C", "C", "C", "H", "H", "H", "H", "H", "H", "H", "H", "H", "H", "H", "H", "H", "H", "H", "H", "H"], "coordinates": [[-3.6160, 2.1360, -2.3095], [-2.5479, 1.0742, -2.2378], [-1.6075, 1.2349, -1.1140], [-0.4640, 0.5971, -1.3771], [0.4640, 0.6126, -0.2963], [1.7485, 0.6212, -0.6487], [2.1167, 1.4175, -1.7193], [1.4595, 2.2825, -2.2918], [3.4110, 1.0520, -1.9656], [4.1392, 1.7791, -2.9664], [5.1790, 0.8206, -3.5202], [-0.1967, 0.0293, -2.4176], [-4.4824, 1.6982, -2.8244], [-3.9536, 2.5259, -1.3514], [-3.2965, 2.9697, -2.9401], [-3.0006, 0.0842, -2.1206], [-1.9649, 1.0822, -3.1575], [3.4840, 2.1434, -3.7661], [4.6537, 2.6157, -2.4797], [6.0326, 1.3673, -3.9186], [5.5437, 0.1095, -2.7712], [4.7551, 0.2334, -4.3434], [0.6226, 1.6795, 3.2612], [-0.6696, 1.0427, 3.7543], [-1.0532, -0.3033, 3.1207], [-0.6589, -0.5895, 1.7233], [-0.9982, -1.7814, 1.2826], [-1.6644, -2.7608, 2.1520], [-1.8661, -4.0192, 1.3140], [-1.2115, -3.7608, -0.0514], [-0.6217, -2.3472, -0.0193], [0.3802, 0.3514, 1.0917], [0.6329, 1.7414, 1.7469], [0.7288, 2.6999, 3.6510], [1.4921, 1.1153, 3.6241], [-0.6011, 0.8907, 4.8330], [-1.4814, 1.7555, 3.5765], [-0.6054, -1.0866, 3.7547], [-2.1460, -0.4274, 3.2143], [-1.0435, -3.0031, 3.0294], [-2.6193, -2.3805, 2.5380], [-1.4152, -4.8795, 1.8165], [-2.9322, -4.2313, 1.2177], [-0.4241, -4.4895, -0.2555], [-1.9530, -3.8377, -0.8500], [-1.0258, -1.7555, -0.8549], [0.4752, -2.3726, -0.1491], [1.3034, -0.2173, 1.3334], [-0.1103, 2.4333, 1.3290], [1.6086, 2.0471, 1.3536]], "total_energy_ev": -29686.9489, "e_homo_ev": -5.526, "de_lowest_kcal_mol": 135.78, "e_lumo_ev": -0.604, "homo_lumo_gap_ev": 4.9}

{"formula": "C16H27N3O5RuS", "method": "ωB97M-V/def2-TZVPD", "elements": ["Ru", "N", "C", "C", "C", "O", "O", "H", "H", "H", "H", "H", "H", "C", "C", "C", "O", "H", "H", "H", "H", "H", "H", "H", "S", "C", "N", "C", "C", "C", "C", "H", "H", "H", "H", "H", "O", "C", "O", "C", "N", "C", "C", "C", "H", "H", "H", "H", "H", "H", "H", "H", "H"], "coordinates": [[-0.2297, -1.2772, 0.0518], [-1.7474, -2.9136, 0.7392], [-2.0730, -2.8843, 2.1686], [-2.5622, -1.5077, 2.6144], [-1.3954, -0.5050, 2.6874], [-0.9852, -0.0565, 3.7312], [-0.8909, -0.1844, 1.5390], [-2.5925, -2.7447, 0.1878], [-1.3829, -3.8350, 0.4910], [-1.1817, -3.1798, 2.7379], [-2.8688, -3.6152, 2.3689], [-3.0093, -1.5784, 3.6049], [-3.2991, -1.1181, 1.9040], [0.5206, -3.8396, -3.1747], [-0.0732, -2.5037, -2.6981], [-1.6121, -2.5091, -2.7350], [0.3948, -2.2066, -1.4559], [0.1986, -4.0482, -4.1895], [0.1941, -4.6390, -2.5146], [1.6062, -3.7860, -3.1514], [0.2947, -1.7165, -3.3894], [-1.9946, -3.4345, -2.3071], [-1.9532, -2.4393, -3.7644], [-1.9966, -1.6443, -2.1839], [1.7478, -1.9049, 1.4085], [1.7876, -0.6559, 2.6143], [1.5941, 0.6178, 2.2157], [1.5485, 1.6409, 3.0772], [1.7475, 1.4342, 4.4222], [2.0006, 0.1369, 4.8703], [2.0241, -0.9102, 3.9681], [1.4162, 0.7739, 1.2133], [1.3435, 2.6180, 2.6674], [1.7142, 2.2631, 5.1106], [2.1711, -0.0470, 5.9197], [2.2072, -1.9219, 4.2919], [-0.9088, 0.4080, -1.3137], [0.0879, 1.1430, -1.3835], [1.1391, 1.0042, -0.7308], [0.0317, 2.3492, -2.3445], [1.4359, 2.8187, -2.5549], [1.5024, 4.2854, -2.2574], [0.0490, 4.7426, -2.2958], [-0.6840, 3.5444, -1.7008], [-0.4356, 2.0625, -3.2889], [1.7700, 2.6067, -3.4972], [1.9900, 2.2634, -1.8670], [2.1333, 4.8031, -2.9754], [1.9184, 4.4326, -1.2612], [-0.2794, 4.9422, -3.3155], [-0.1097, 5.6484, -1.7169], [-1.7468, 3.5426, -1.9210], [-0.5571, 3.5246, -0.6168]], "total_energy_ev": -45141.0621, "total_charge": 2, "e_homo_ev": [-14.631, -14.848], "e_lumo_ev": [-7.164, -8.148], "multiplicity": 5, "homo_lumo_gap_ev": [7.5, 6.7]}

{"formula": "C16H27N3OS", "method": "ωB97M-V/def2-TZVPD", "elements": ["C", "C", "C", "C", "O", "N", "C", "C", "C", "C", "C", "C", "C", "S", "N", "C", "C", "N", "C", "C", "C", "H", "H", "H", "H", "H", "H", "H", "H", "H", "H", "H", "H", "H", "H", "H", "H", "H", "H", "H", "H", "H", "H", "H", "H", "H", "H", "H"], "coordinates": [[-4.3153, -0.4837, 1.8133], [-4.2930, -1.3110, 0.5259], [-5.0018, -0.5809, -0.6135], [-2.8464, -1.6767, 0.2080], [-2.3737, -2.7577, 0.4938], [-2.1283, -0.7042, -0.3951], [-0.7251, -0.8485, -0.7062], [-0.4694, -0.5546, -2.1794], [0.1143, 0.0602, 0.2361], [-0.2932, 1.4861, 0.0277], [0.1592, 2.3724, -0.9006], [-0.4876, 3.6278, -0.8345], [-1.4284, 3.6807, 0.1400], [-1.5363, 2.1969, 1.0070], [1.5521, -0.0620, 0.0119], [2.0520, -1.4275, 0.0692], [3.5419, -1.4430, -0.2591], [4.2786, -0.6404, 0.6955], [5.7044, -0.6997, 0.4676], [3.7752, 0.7170, 0.6542], [2.2910, 0.7207, 0.9931], [-3.7855, 0.4575, 1.6781], [-5.3417, -0.2654, 2.1000], [-3.8396, -1.0331, 2.6220], [-4.8053, -2.2599, 0.7130], [-4.6504, 0.4446, -0.7136], [-6.0706, -0.5435, -0.4139], [-4.8487, -1.0983, -1.5580], [-2.5561, 0.1872, -0.5847], [-0.4996, -1.8943, -0.4796], [0.5978, -0.5687, -2.3767], [-0.9591, -1.3030, -2.7974], [-0.8581, 0.4258, -2.4452], [-0.1531, -0.2348, 1.2714], [0.9439, 2.1357, -1.5948], [-0.2592, 4.4515, -1.4869], [-2.0697, 4.4947, 0.4124], [1.5390, -2.0432, -0.6679], [1.8977, -1.8666, 1.0689], [3.9086, -2.4710, -0.2089], [3.6838, -1.0702, -1.2906], [6.0344, -1.7344, 0.5485], [6.2108, -0.1113, 1.2314], [5.9950, -0.3144, -0.5232], [4.3168, 1.3159, 1.3904], [3.9182, 1.1723, -0.3430], [1.9239, 1.7482, 0.9855], [2.1563, 0.3068, 2.0076]], "smiles": "CC(C)C(=O)N[C@@H](C)[C@H](c1cccs1)N1CCN(C)CC1", "total_energy_ev": -34383.7215, "e_homo_ev": -8.716, "de_lowest_kcal_mol": 12.77, "e_lumo_ev": 0.631, "homo_lumo_gap_ev": 9.3}